1.
56
Properties=species:S:1:pos:R:3:nbo_charge:R:1 method="wB97M-V/def2-TZVPD" total_energy_ha=-1803.84803 e_homo_ha=-0.440 lumo_energy_ha=-0.1405 total_charge=+1
C -1.704 2.175 2.372 -0.234
C -1.894 2.676 1.317 -0.025
C -2.179 3.267 0.023 -0.509
C -3.137 2.422 -0.856 -0.373
C -3.373 0.992 -0.366 -0.487
C -2.305 0.019 -0.679 0.571
N -2.606 -1.052 -1.323 -0.442
C -1.518 -2.019 -1.466 -0.138
C -1.085 -2.282 -2.900 0.975
F -0.252 -1.338 -3.375 -0.300
F -0.452 -3.479 -2.937 -0.304
F -2.185 -2.332 -3.696 -0.316
C -0.473 -1.472 -0.489 -0.625
P -0.401 -2.363 1.120 1.555
O -0.676 -1.440 2.240 -1.082
C -0.825 0.015 -0.319 0.016
O -0.191 0.876 -1.217 -0.532
C 1.251 0.884 -1.115 -0.057
C 1.857 1.887 -0.157 -0.463
C 1.232 3.282 -0.205 -0.613
H -1.544 1.692 3.306 0.257
H -2.644 4.234 0.201 0.253
H -1.272 3.477 -0.524 0.263
H -4.103 2.902 -0.930 0.236
H -2.726 2.368 -1.858 0.224
H -3.554 0.971 0.706 0.292
H -4.282 0.615 -0.831 0.224
H -3.528 -1.251 -1.688 0.445
H -1.885 -2.979 -1.106 0.249
H 0.487 -1.611 -0.976 0.284
H -1.367 -3.382 1.015 -0.085
H 0.854 -2.984 1.133 -0.040
H -0.761 0.330 0.724 0.275
H 1.616 -0.107 -0.858 0.162
H 1.609 1.096 -2.116 0.204
H 1.872 1.512 0.863 0.202
H 2.892 2.010 -0.464 0.269
H 0.673 3.415 -1.125 0.194
H 2.017 4.030 -0.214 0.239
H 0.614 3.474 0.662 0.211
C 5.773 2.911 -1.312 0.781
O 4.601 3.217 -1.142 -0.688
N 6.782 3.818 -1.192 -0.839
N 6.161 1.639 -1.635 -0.845
H 7.749 3.594 -1.326 0.392
H 6.528 4.759 -0.956 0.413
H 5.443 0.949 -1.735 0.402
H 7.115 1.372 -1.777 0.393
C -1.344 -5.109 3.492 0.781
O -0.321 -4.517 3.181 -0.687
N -1.333 -6.396 3.936 -0.835
N -2.577 -4.510 3.444 -0.853
H -2.156 -6.895 4.213 0.394
H -0.443 -6.853 3.996 0.415
H -2.605 -3.537 3.206 0.407
H -3.425 -4.971 3.714 0.395

***

2.
33
Properties=species:S:1:pos:R:3:nbo_charge:R:1 method="wB97M-V/def2-TZVPD" total_energy_ha=-913.16546 e_homo_ha=-0.354 lumo_energy_ha=-0.0177 e_above_lowest_ev=10.986
C 2.132 -0.953 0.044 -0.173
C 0.671 -0.319 0.122 0.701
C 3.373 -0.057 0.065 0.093
C 3.773 0.455 1.533 -0.708
C -1.353 0.736 -0.825 -0.104
C -0.523 2.143 -0.488 0.779
C -2.604 0.592 0.005 -0.500
C -3.009 -0.872 -0.035 -0.527
C -4.458 -1.009 0.310 0.801
H 3.147 -2.588 -1.140 0.406
H 1.186 -2.123 -1.328 0.370
H 2.265 -1.630 0.799 0.206
H 3.419 0.716 -0.877 0.194
H 5.300 -0.290 0.430 0.460
H 2.891 1.007 2.096 0.253
H 4.664 1.196 1.447 0.229
H 3.763 -0.395 2.237 0.238
H 0.593 -0.149 -1.705 0.431
H -1.693 0.895 -1.782 0.212
H -3.557 1.196 -0.111 0.288
H -2.097 0.895 1.046 0.248
H -2.890 -1.374 -1.191 0.253
H -2.279 -1.621 0.631 0.287
H -6.456 0.030 -0.540 0.514
H -2.083 3.053 0.165 0.483
N 2.219 -1.599 -1.279 -0.855
N -0.234 -0.298 -0.967 -0.663
O 0.076 -0.248 1.242 -0.645
O 4.394 -0.947 -0.313 -0.712
O 0.662 2.082 -0.436 -0.566
O -4.962 -1.994 0.746 -0.529
O -5.218 0.232 -0.042 -0.797
O -1.112 3.241 0.140 -0.668

***

3.
15
Properties=species:S:1:pos:R:3:nbo_charge:R:1 method="wB97M-V/def2-TZVPD" smiles="N=C(N)N.ONO" total_energy_ha=-412.26628 e_homo_ha=-0.328 lumo_energy_ha=0.0312 e_above_lowest_ev=2.513
N -0.869 -1.352 0.199 -0.816
C -0.785 -0.041 0.250 0.621
N -1.641 0.787 -0.438 -0.827
N -0.369 0.552 1.421 -0.873
H -1.397 -1.619 -0.638 0.331
H -2.017 0.378 -1.285 0.383
H -1.229 1.701 -0.596 0.387
H 0.078 -0.134 2.024 0.397
H -1.124 1.016 1.912 0.398
O 1.783 -1.332 -0.022 -0.665
N 1.304 -0.101 -0.978 -0.095
O 1.767 1.189 -0.586 -0.577
H 0.950 -1.833 0.117 0.498
H 1.919 -0.338 -1.762 0.352
H 1.631 1.126 0.382 0.487

***

4.
60
Properties=species:S:1:pos:R:3:mulliken_spin:R:1 method="wB97M-V/def2-TZVPD" total_energy_ha=-7136.31054 s_squared=0.758 e_homo_ha="-0.180 / -0.181" lumo_energy_ha="0.0725 / 0.0676" total_charge=-1 multiplicity=2 e_above_lowest_ev=0.000
Ti 0.343 -0.728 -1.159 1.056
O -1.333 -1.613 -1.946 -0.034
N -1.565 -1.507 -3.197 0.011
N -0.750 -0.732 -3.768 0.026
O 0.188 -0.100 -3.090 0.006
C -0.826 -0.531 -5.185 -0.005
C -1.873 -1.071 -5.920 0.007
C -1.905 -0.859 -7.287 -0.003
C -0.908 -0.117 -7.910 0.006
C 0.126 0.414 -7.157 -0.004
C 0.176 0.212 -5.784 0.005
H -2.643 -1.646 -5.429 0.001
H -2.719 -1.277 -7.865 0.000
H -0.940 0.045 -8.980 0.000
H 0.909 0.992 -7.630 0.000
H 0.976 0.616 -5.182 0.000
S 2.485 0.323 -1.048 -0.023
C 2.958 -1.216 -0.450 0.005
S 1.819 -2.535 -0.714 -0.037
C 4.118 -1.429 0.257 0.020
C 4.461 -2.712 0.781 0.000
N 4.763 -3.743 1.197 0.004
C 5.049 -0.370 0.490 -0.003
N 5.803 0.479 0.683 0.004
C -3.902 -0.262 1.361 0.000
Ge -2.271 -0.846 2.297 -0.001
C -2.485 -0.471 4.219 -0.002
C -2.219 -2.809 2.142 0.003
Ge -0.335 0.150 1.245 -0.039
C 1.205 -0.234 2.423 -0.002
C 1.434 -1.524 2.902 0.000
C 2.587 -1.837 3.608 0.000
C 3.541 -0.858 3.849 -0.001
C 3.330 0.432 3.382 0.000
C 2.173 0.737 2.675 0.002
C -0.613 2.113 1.365 -0.018
C -1.601 2.695 2.162 -0.002
C -1.776 4.071 2.218 0.000
C -0.957 4.908 1.472 0.000
C 0.031 4.354 0.671 0.007
C 0.193 2.975 0.618 0.014
H -4.780 -0.806 1.717 0.000
H -3.799 -0.441 0.290 0.000
H -4.070 0.806 1.510 0.000
H -3.339 -1.029 4.612 0.000
H -2.645 0.587 4.428 0.000
H -1.590 -0.790 4.755 0.000
H -3.226 -3.224 2.223 0.000
H -1.608 -3.238 2.938 0.000
H -1.798 -3.120 1.185 -0.001
H 0.720 -2.314 2.689 -0.001
H 2.757 -2.853 3.941 0.000
H 4.454 -1.106 4.375 0.000
H 4.083 1.195 3.535 0.000
H 2.041 1.745 2.301 -0.001
H -2.251 2.067 2.762 0.001
H -2.551 4.491 2.848 0.000
H -1.089 5.983 1.514 0.000
H 0.678 4.994 0.083 0.000
H 0.969 2.563 -0.018 -0.004

***

5.
138
Properties=species:S:1:pos:R:3:mulliken_charge:R:1 method="wB97M-V/def2-TZVPD" total_energy_ha=-6455.14209 e_homo_ha=0.029 lumo_energy_ha=0.0711 total_charge=-2
C -0.134 -3.268 -1.036 -1.204
C 0.492 -1.882 -1.003 -0.692
N 0.295 -1.175 0.208 0.572
C 0.618 -1.592 1.450 -0.587
C 0.070 -0.791 2.440 -0.460
N -0.489 0.256 1.746 0.230
C -0.415 -0.025 0.450 -0.581
C -1.196 1.366 2.342 -1.290
H -1.173 -3.222 -0.711 0.361
H 0.261 -4.004 -0.335 0.391
H -0.150 -3.773 -2.003 0.371
H 0.067 -1.307 -1.826 0.297
H 1.572 -1.952 -1.129 0.412
H 1.209 -2.490 1.558 0.463
H 0.161 -0.826 3.515 0.571
H -0.790 0.669 -0.288 0.469
H -2.263 1.414 2.124 0.374
H -0.659 2.264 2.037 0.513
H -1.249 1.286 3.428 0.332
C 6.362 1.152 -1.784 -1.200
C 5.289 1.941 -1.125 -0.760
N 5.455 1.946 0.299 0.563
C 4.984 2.897 1.155 -0.384
C 5.175 2.455 2.457 -0.629
N 5.648 1.119 2.452 0.088
C 5.817 0.873 1.089 -0.469
C 5.779 0.258 3.539 -0.878
H 6.367 1.433 -2.837 0.381
H 6.360 0.086 -1.556 0.344
H 7.312 1.524 -1.401 0.370
H 4.282 1.652 -1.423 0.559
H 5.299 3.015 -1.311 0.253
H 4.594 3.851 0.833 0.415
H 4.894 2.906 3.397 0.487
H 6.183 -0.111 0.835 0.363
H 5.917 0.839 4.451 0.346
H 6.666 -0.368 3.438 0.332
H 4.782 -0.161 3.677 0.369
C 2.660 1.558 9.044 0.602
O 2.312 2.470 8.275 -0.707
O 2.349 0.401 8.761 -0.673
O 3.313 1.820 10.026 -0.682
C 5.725 -5.724 0.550 0.651
O 5.822 -5.107 -0.524 -0.727
O 5.281 -6.876 0.703 -0.687
O 6.093 -5.290 1.644 -0.626
Cl -1.086 0.530 -12.362 -0.209
C -0.785 -0.760 -11.211 -0.420
C -1.469 -0.549 -9.915 -0.428
Cl -0.729 -1.763 -8.791 -0.201
H 0.293 -0.782 -11.048 0.298
H -1.051 -1.687 -11.718 0.324
H -2.550 -0.687 -9.932 0.300
H -1.373 0.474 -9.552 0.325
Cl 1.273 -10.643 -4.083 -0.205
C 2.251 -10.375 -2.572 -0.507
C 3.227 -11.544 -2.193 -0.348
Cl 2.214 -13.031 -1.993 -0.203
H 1.472 -10.215 -1.827 0.294
H 2.721 -9.396 -2.666 0.370
H 3.796 -11.372 -1.279 0.330
H 3.932 -11.697 -3.009 0.267
Cl -10.710 2.854 -0.045 -0.187
C -9.673 1.610 0.701 -0.426
C -8.753 2.357 1.716 -0.544
Cl -7.713 3.526 0.832 -0.164
H -9.109 1.115 -0.089 0.284
H -10.307 0.804 1.070 0.329
H -8.021 1.663 2.129 0.301
H -9.180 2.858 2.585 0.338
Cl -4.443 1.614 9.444 -0.217
C -2.903 1.286 10.237 -0.506
C -3.030 0.744 11.693 -0.398
Cl -3.876 -0.840 11.782 -0.196
H -2.258 2.164 10.209 0.348
H -2.367 0.553 9.634 0.326
H -3.483 1.540 12.284 0.314
H -1.983 0.592 11.956 0.314
C -1.102 6.538 -3.572 0.059
O -0.249 6.222 -2.752 -0.546
N -1.950 7.564 -3.423 0.172
C -2.941 7.903 -4.435 -1.038
C -1.993 8.526 -2.332 -0.992
H -1.244 5.912 -4.466 0.260
H -2.652 8.815 -4.958 0.307
H -3.857 8.036 -3.860 0.365
H -3.104 7.050 -5.094 0.353
H -2.821 9.224 -2.455 0.352
H -2.097 8.037 -1.363 0.329
H -1.128 9.183 -2.245 0.308
C 0.859 -5.342 6.825 0.235
O 1.788 -5.750 6.120 -0.604
N -0.416 -5.384 6.480 0.124
C -1.432 -4.705 7.370 -0.894
C -0.868 -6.116 5.311 -0.953
H 0.912 -4.966 7.859 0.213
H -2.091 -5.488 7.746 0.344
H -2.174 -4.060 6.899 0.303
H -1.002 -4.241 8.257 0.284
H -1.416 -5.555 4.553 0.275
H -0.112 -6.745 4.840 0.330
H -1.540 -6.863 5.734 0.342
C 7.649 -3.615 -7.298 0.161
O 8.679 -3.667 -7.916 -0.557
N 6.395 -3.708 -7.934 0.091
C 5.137 -3.649 -7.167 -0.939
C 6.211 -3.692 -9.347 -0.905
H 7.608 -3.632 -6.198 0.310
H 4.492 -2.810 -7.428 0.301
H 5.362 -3.639 -6.101 0.304
H 4.533 -4.555 -7.207 0.317
H 5.508 -4.491 -9.581 0.306
H 5.699 -2.768 -9.617 0.314
H 7.086 -3.743 -9.995 0.288
C -5.507 0.866 -4.893 0.099
O -4.348 0.562 -4.646 -0.576
N -6.421 0.017 -5.284 0.126
C -6.057 -1.369 -5.612 -0.939
C -7.773 0.410 -5.721 -0.899
H -5.865 1.906 -4.833 0.259
H -5.803 -1.478 -6.667 0.328
H -6.921 -2.013 -5.452 0.320
H -5.226 -1.715 -4.998 0.301
H -7.785 0.165 -6.783 0.354
H -8.545 -0.213 -5.268 0.290
H -8.088 1.450 -5.643 0.298
C 0.281 7.639 5.505 0.100
O 1.065 8.068 4.644 -0.613
N -1.048 7.913 5.362 0.162
C -1.909 7.193 6.290 -1.020
C -1.648 8.875 4.439 -0.892
H 0.505 7.043 6.404 0.323
H -1.370 6.276 6.528 0.365
H -2.907 6.992 5.900 0.316
H -2.112 7.714 7.225 0.303
H -0.953 9.254 3.690 0.294
H -2.506 8.495 3.884 0.306
H -2.059 9.673 5.056 0.325

***

6.
18
Properties=species:S:1:pos:R:3:nbo_charge:R:1 method="wB97M-V/def2-TZVPD" smiles="CCCNC(C)=O" total_energy_ha=-327.12763 e_homo_ha=-0.351 lumo_energy_ha=0.0330 e_above_lowest_ev=0.101
C 1.847 1.542 -0.070 -0.610
C 0.873 1.036 0.990 -0.407
C -0.597 1.138 0.568 -0.226
N -0.970 0.102 -0.386 -0.625
C -1.276 -1.139 0.097 0.672
C -1.404 -2.294 -0.877 -0.708
O -1.412 -1.337 1.295 -0.635
H 2.887 1.410 0.248 0.214
H 1.723 1.005 -1.019 0.197
H 1.693 2.610 -0.265 0.200
H 1.078 -0.013 1.232 0.212
H 1.016 1.601 1.920 0.205
H -1.240 0.999 1.440 0.232
H -0.812 2.122 0.135 0.192
H -0.892 0.273 -1.376 0.397
H -0.765 -3.090 -0.483 0.243
H -1.112 -2.080 -1.908 0.207
H -2.430 -2.673 -0.857 0.240